DFT (wB97M-V/def2-TZVPD) results for a 2-piece molecular cluster, C4H4N2O2 overall.

The energy relative to the best compared isomer or geometry (same formula, charge and spin) is 783.3 kJ/mol. The calculation puts the LUMO energy at -1.05 eV. The HOMO energy is -9.23 eV.

Geometry (Å):
1 C 0.55 0.29 -0.13
2 C -0.88 0.57 -0.39
3 C -1.82 -0.46 -0.33
4 C -2.80 -1.10 0.12
5 H 2.21 1.37 -0.18
6 H 0.81 2.28 0.05
7 H 2.15 -2.10 0.79
8 H -3.48 -1.98 0.74
9 N 1.33 1.36 0.29
10 N 0.89 -0.96 -0.51
11 O 2.17 -1.11 -0.19
12 O -1.13 1.82 -0.25

---

DFT (wB97M-V/def2-TZVPD) results for one molecule with the formula C19H30N2.

The energy relative to the best compared isomer or geometry (same formula, charge and spin) is 0.0 kJ/mol. The calculation puts the LUMO energy at 0.77 eV. The HOMO energy is -7.36 eV.

Geometry (Å):
1 H -3.56 -0.75 -1.12
2 N -3.21 0.07 -0.62
3 C -2.18 -0.19 0.09
4 C -1.57 0.88 0.88
5 C -0.41 0.71 1.55
6 N 0.29 -0.49 1.50
7 C 1.72 -0.57 1.75
8 C 2.52 -0.48 0.44
9 C 2.35 0.87 -0.26
10 C 2.78 0.84 -1.73
11 C 1.90 -0.03 -2.63
12 C 0.43 0.37 -2.63
13 C -0.37 -0.44 -3.64
14 C -0.32 -1.55 0.90
15 C -1.50 -1.45 0.25
16 C -1.94 -2.79 -0.29
17 C -1.04 -3.78 0.46
18 C 0.19 -2.97 0.91
19 C 0.16 1.79 2.44
20 C -0.87 2.87 2.75
21 C -1.53 3.33 1.46
22 C -2.34 2.17 0.90
23 H 1.94 -1.53 2.23
24 H 2.03 0.22 2.42
25 H 2.18 -1.27 -0.23
26 H 3.57 -0.65 0.66
27 H 2.94 1.63 0.27
28 H 1.30 1.18 -0.21
29 H 2.75 1.87 -2.11
30 H 3.81 0.49 -1.79
31 H 1.99 -1.08 -2.34
32 H 2.29 0.05 -3.65
33 H -0.01 0.21 -1.64
34 H 0.34 1.43 -2.86
35 H -0.28 -1.51 -3.44
36 H -0.02 -0.26 -4.65
37 H -1.43 -0.17 -3.59
38 H -3.00 -2.98 -0.11
39 H -1.77 -2.83 -1.37
40 H -0.76 -4.63 -0.16
41 H -1.57 -4.15 1.34
42 H 0.54 -3.28 1.89
43 H 1.01 -3.09 0.20
44 H 0.50 1.34 3.38
45 H 1.03 2.25 1.96
46 H -1.63 2.47 3.43
47 H -0.37 3.70 3.25
48 H -2.18 4.18 1.65
49 H -0.77 3.63 0.75
50 H -2.67 2.36 -0.12
51 H -3.24 2.01 1.50

---

DFT (wB97M-V/def2-TZVPD) results for one molecule with the formula C6H8N2.

The energy relative to the best compared isomer or geometry (same formula, charge and spin) is 944.4 kJ/mol. The calculation puts the LUMO energy at 0.30 eV. The HOMO energy is -8.76 eV.

Geometry (Å):
1 C -1.09 -1.04 0.54
2 C -0.14 -1.20 -0.33
3 N 1.40 -0.75 -0.56
4 C 2.00 -0.05 0.61
5 C 1.14 0.84 -0.19
6 C -0.24 1.36 0.20
7 N -1.04 0.79 -0.60
8 C -2.03 -0.05 0.17
9 H -0.38 -0.72 1.53
10 H -0.47 -1.38 -1.45
11 H 1.70 -0.39 1.75
12 H 3.11 0.08 0.16
13 H 1.55 1.25 -1.25
14 H -0.33 1.47 1.21
15 H -2.88 0.44 0.79
16 H -2.65 -0.25 -0.65

---

DFT (wB97M-V/def2-TZVPD) results for an isolated ion of composition C5H6NS and charge +1.

The total charge is +1. The energy relative to the best compared isomer or geometry (same formula, charge and spin) is 417.7 kJ/mol. The calculation puts the LUMO energy at -5.91 eV. The HOMO energy is -14.20 eV.

Geometry (Å):
1 C -1.00 1.85 -0.07
2 C -0.08 1.81 0.82
3 C -1.12 -0.98 0.48
4 C 0.26 -0.70 0.05
5 C 1.22 -1.35 -0.83
6 N -0.96 -0.13 -0.44
7 S 0.84 0.48 1.38
8 H -1.74 2.27 -0.63
9 H 0.04 2.67 1.36
10 H -1.81 -1.38 1.12
11 H 1.38 -0.58 -1.59
12 H 0.75 -2.28 -1.30
13 H 2.22 -1.67 -0.35

---

DFT (wB97M-V/def2-TZVPD) results for C46H35F2N4P2ReS2 as an isolated structure.

As for the expectation value of S²: 3.774. The total charge is +1. As for the spin multiplicity: 4. The energy relative to the best compared isomer or geometry (same formula, charge and spin) is 0.0 kJ/mol. The calculation puts the LUMO energy (spin up / spin down) at -2.39 / -3.53 eV. The HOMO energy (spin up / spin down) is -9.28 / -10.00 eV.

Geometry (Å):
1 Re 0.17 0.70 0.44
2 S -0.57 0.34 2.74
3 P -2.25 -0.23 1.65
4 C -1.61 -0.27 0.07
5 P -1.91 -1.54 -1.08
6 S -0.65 -3.06 -1.10
7 C -2.00 -0.72 -2.71
8 C -1.65 -1.41 -3.86
9 C -1.84 -0.83 -5.11
10 C -2.37 0.45 -5.21
11 C -2.70 1.15 -4.06
12 C -2.52 0.57 -2.82
13 C -3.62 -2.13 -0.84
14 C -4.70 -1.25 -0.87
15 C -5.99 -1.72 -0.67
16 C -6.21 -3.08 -0.46
17 C -5.14 -3.96 -0.44
18 C -3.85 -3.49 -0.63
19 C -3.44 1.09 1.97
20 C -3.74 1.43 3.29
21 C -4.63 2.46 3.54
22 C -5.23 3.14 2.49
23 C -4.93 2.80 1.18
24 C -4.04 1.77 0.93
25 C -2.94 -1.74 2.34
26 C -4.31 -1.88 2.53
27 C -4.82 -3.08 3.01
28 C -3.96 -4.13 3.30
29 C -2.59 -3.99 3.12
30 C -2.08 -2.80 2.64
31 H -1.25 -2.41 -3.77
32 H -1.58 -1.38 -6.01
33 H -2.52 0.89 -6.19
34 H -3.10 2.15 -4.14
35 H -2.75 1.13 -1.92
36 H -4.55 -0.20 -1.06
37 H -6.83 -1.03 -0.70
38 H -7.22 -3.45 -0.31
39 H -5.31 -5.01 -0.27
40 H -3.01 -4.17 -0.61
41 H -3.27 0.91 4.11
42 H -4.86 2.73 4.57
43 H -5.93 3.94 2.70
44 H -5.39 3.34 0.36
45 H -3.77 1.52 -0.09
46 H -4.98 -1.06 2.29
47 H -5.88 -3.19 3.15
48 H -4.36 -5.06 3.68
49 H -1.93 -4.81 3.35
50 H -1.01 -2.69 2.48
51 N 3.41 1.08 0.05
52 C 3.17 -0.29 0.27
53 C 4.19 -1.20 0.00
54 C 3.94 -2.54 0.16
55 C 2.69 -2.96 0.62
56 C 1.74 -2.00 0.86
57 N 1.96 -0.69 0.66
58 C 3.02 2.11 0.93
59 C 3.94 3.09 1.29
60 C 3.54 4.05 2.19
61 C 2.26 3.99 2.74
62 C 1.41 2.99 2.32
63 N 1.77 2.08 1.39
64 H 4.32 1.25 -0.35
65 H 5.15 -0.84 -0.33
66 H 4.72 -3.26 -0.05
67 H 2.46 -4.01 0.76
68 H 0.74 -2.27 1.17
69 H 4.94 3.07 0.89
70 H 4.23 4.83 2.50
71 H 1.93 4.71 3.47
72 H 0.42 2.89 2.72
73 F -2.44 5.45 0.73
74 C -1.74 4.58 -0.03
75 C -1.32 3.39 0.54
76 C -0.62 2.49 -0.25
77 C -0.33 2.80 -1.59
78 C -0.78 4.02 -2.10
79 F -0.52 4.35 -3.37
80 C -1.49 4.93 -1.34
81 C 0.41 1.78 -2.36
82 C 0.76 1.84 -3.70
83 C 1.39 0.76 -4.29
84 C 1.66 -0.37 -3.54
85 C 1.30 -0.38 -2.21
86 N 0.70 0.68 -1.63
87 H -1.59 3.18 1.56
88 H -1.82 5.86 -1.77
89 H 0.52 2.72 -4.28
90 H 1.65 0.80 -5.34
91 H 2.12 -1.25 -3.97
92 H 1.44 -1.26 -1.61

---

DFT (wB97M-V/def2-TZVPD) results for a 2-piece molecular cluster, C3H8O5P2 overall.

The total charge is -2. The energy relative to the best compared isomer or geometry (same formula, charge and spin) is 461.1 kJ/mol. The calculation puts the LUMO energy (spin up / spin down) at 6.33 / 6.28 eV. The HOMO energy (spin up / spin down) is 0.20 / 0.65 eV.

Geometry (Å):
1 C -0.61 -0.06 0.89
2 C -1.60 -0.09 -0.18
3 C 1.68 -0.27 -0.74
4 O 0.80 -2.89 -0.57
5 O 3.89 1.24 -1.31
6 O 3.52 0.51 1.12
7 O -1.79 -1.41 -0.64
8 O 2.06 -1.87 1.34
9 P 1.93 -1.97 -0.31
10 P 2.90 0.91 -0.24
11 H -0.43 0.94 1.32
12 H -1.01 -0.82 1.63
13 H -1.29 0.73 -0.89
14 H -2.67 0.21 0.39
15 H 1.38 0.13 -1.68
16 H -0.92 -1.91 -0.75
17 H 2.75 -1.27 1.61
18 H 2.05 2.18 -0.12

---

DFT (wB97M-V/def2-TZVPD) results for C38H24F12IN3O2ReS as an isolated structure.

The total charge is +3. The calculation puts the LUMO energy (spin up / spin down) at -12.05 / -12.05 eV. The HOMO energy (spin up / spin down) is -15.73 / -15.73 eV.

Geometry (Å):
1 Re -1.29 1.04 0.22
2 C 5.01 1.79 -2.71
3 C 3.86 1.39 -1.86
4 C 3.66 0.05 -1.50
5 C 2.62 -0.31 -0.68
6 C 1.69 0.65 -0.22
7 N 0.63 0.24 0.57
8 C 0.89 -0.61 1.59
9 C 2.24 -0.77 2.03
10 C 2.59 -1.59 3.06
11 C 1.61 -2.33 3.75
12 C 1.97 -3.16 4.91
13 C 0.26 -2.17 3.35
14 C -0.12 -1.33 2.34
15 C -1.61 -1.14 2.13
16 O -1.88 -0.43 0.96
17 C -2.16 -0.21 3.28
18 F -3.48 -0.12 3.22
19 F -1.64 1.04 3.03
20 F -1.78 -0.57 4.48
21 C -2.44 -2.47 2.08
22 F -3.56 -2.25 1.40
23 F -2.75 -2.87 3.31
24 F -1.75 -3.43 1.48
25 C 1.85 2.00 -0.63
26 C 2.94 2.35 -1.39
27 C 0.90 3.07 -0.09
28 O -0.39 2.53 -0.07
29 C 0.81 4.36 -0.97
30 F 0.76 4.01 -2.26
31 F -0.31 5.00 -0.66
32 F 1.85 5.14 -0.76
33 C 1.31 3.47 1.39
34 F 0.81 2.52 2.23
35 F 0.81 4.63 1.75
36 F 2.62 3.48 1.53
37 H 5.32 0.98 -3.36
38 H 5.86 2.02 -2.06
39 H 4.80 2.69 -3.28
40 H 4.32 -0.72 -1.88
41 H 2.45 -1.36 -0.44
42 H 3.01 -0.14 1.59
43 H 3.62 -1.66 3.37
44 H 2.91 -3.68 4.76
45 H 1.18 -3.87 5.17
46 H 2.12 -2.51 5.78
47 H -0.49 -2.73 3.89
48 H 3.13 3.38 -1.64
49 S -0.39 -2.92 -3.37
50 C 0.60 -3.79 -2.27
51 C 1.11 -5.07 -2.41
52 C 1.91 -5.57 -1.40
53 C 2.22 -4.79 -0.29
54 C 1.71 -3.51 -0.14
55 C 0.86 -3.00 -1.13
56 N 0.25 -1.75 -1.15
57 C -0.38 -1.54 -2.25
58 C -1.02 -0.29 -2.71
59 C -1.20 -0.16 -4.10
60 C -1.77 0.96 -4.68
61 C -2.20 2.00 -3.87
62 C -2.03 1.91 -2.50
63 C -1.44 0.79 -1.91
64 H 0.89 -5.65 -3.30
65 H 2.31 -6.57 -1.48
66 H 2.87 -5.18 0.48
67 H 1.96 -2.92 0.73
68 H -0.85 -0.95 -4.75
69 H -1.87 1.02 -5.75
70 H -2.66 2.88 -4.30
71 H -2.38 2.74 -1.91
72 I -7.20 0.32 -0.84
73 C -5.63 1.56 -0.20
74 C -5.88 2.84 0.29
75 C -4.80 3.61 0.72
76 C -3.53 3.08 0.65
77 N -3.29 1.85 0.17
78 C -4.33 1.10 -0.25
79 H -6.89 3.23 0.33
80 H -4.95 4.61 1.10
81 H -2.68 3.66 0.98
82 H -4.11 0.11 -0.64

---

Copy entry 1 word for word.
DFT (wB97M-V/def2-TZVPD) results for a 2-piece molecular cluster, C4H4N2O2 overall.

The energy relative to the best compared isomer or geometry (same formula, charge and spin) is 783.3 kJ/mol. The calculation puts the LUMO energy at -1.05 eV. The HOMO energy is -9.23 eV.

Geometry (Å):
1 C 0.55 0.29 -0.13
2 C -0.88 0.57 -0.39
3 C -1.82 -0.46 -0.33
4 C -2.80 -1.10 0.12
5 H 2.21 1.37 -0.18
6 H 0.81 2.28 0.05
7 H 2.15 -2.10 0.79
8 H -3.48 -1.98 0.74
9 N 1.33 1.36 0.29
10 N 0.89 -0.96 -0.51
11 O 2.17 -1.11 -0.19
12 O -1.13 1.82 -0.25

---

Repeat the first record exactly.
DFT (wB97M-V/def2-TZVPD) results for a 2-piece molecular cluster, C4H4N2O2 overall.

The energy relative to the best compared isomer or geometry (same formula, charge and spin) is 783.3 kJ/mol. The calculation puts the LUMO energy at -1.05 eV. The HOMO energy is -9.23 eV.

Geometry (Å):
1 C 0.55 0.29 -0.13
2 C -0.88 0.57 -0.39
3 C -1.82 -0.46 -0.33
4 C -2.80 -1.10 0.12
5 H 2.21 1.37 -0.18
6 H 0.81 2.28 0.05
7 H 2.15 -2.10 0.79
8 H -3.48 -1.98 0.74
9 N 1.33 1.36 0.29
10 N 0.89 -0.96 -0.51
11 O 2.17 -1.11 -0.19
12 O -1.13 1.82 -0.25